(1)
ORCA calculation (ωB97M-V with the def2-TZVPD basis set) on C6H10O as an isolated structure in a non-equilibrium geometry.

Each line ends with the Löwdin charge.
Geometry (Å):
O -1.258 0.744 0.466  -0.1555
C 0.245 -1.325 -1.115  -0.0089
C 0.835 0.510 -1.373  -0.0624
C -1.265 -0.611 0.847  -0.2247
C -0.608 -1.597 -0.106  -0.1364
C -0.098 1.471 0.829  -0.2209
C 1.093 0.936 0.054  -0.2075
H 2.097 1.162 0.432  0.1169
H 1.747 0.510 -1.970  0.0927
H -0.375 2.519 0.638  0.1227
H 0.980 -0.185 -0.072  0.0495
H 0.094 1.389 1.914  0.1170
H -0.046 0.923 -1.834  0.0845
H -2.325 -0.882 0.936  0.1229
H -0.830 -0.730 1.856  0.1297
H 0.630 -2.207 -1.659  0.0732
H -0.917 -2.627 0.158  0.1074

Values from the calculation:
relative energy (zero: lowest compared OMol25 entry of this formula, charge and spin): 100.0 kcal/mol
molar mass: 98.145 g/mol
E_LUMO: 1.067 eV
charge: 0
HOMO-LUMO gap: 9.611 eV

=====

(2)
ORCA calculation (ωB97M-V with the def2-TZVPD basis set) on a 2-piece molecular cluster, C6H10O overall.

Each line ends with the Löwdin charge.
Geometry (Å):
O -0.041 -0.712 1.620  -0.0567
C -0.770 -0.684 0.391  -0.3683
C 0.060 0.810 -1.223  -0.0737
C -0.023 2.195 2.130  0.1641
C -0.118 -1.521 -0.728  -0.1320
C -0.773 0.712 -0.186  -0.0853
C 0.677 -0.519 -1.592  -0.1802
H 0.492 -2.326 -0.307  0.1145
H 1.753 -0.521 -1.366  0.1098
H -1.764 -1.052 0.661  0.1434
H 1.016 2.098 1.735  -0.0651
H -1.312 1.536 0.281  0.0798
H -0.047 1.411 2.916  -0.0682
H -0.902 -1.985 -1.335  0.1152
H 0.296 1.732 -1.749  0.1068
H 0.590 -0.735 -2.663  0.1071
H 0.864 -0.439 1.414  0.0889

Values from the calculation:
relative energy (zero: lowest compared OMol25 entry of this formula, charge and spin): 113.8 kcal/mol
molar mass: 98.145 g/mol
E_LUMO (alpha / beta): -0.599 / -0.609 eV
charge: 0
HOMO-LUMO gap (alpha / beta): 8.677 / 8.598 eV

=====

(3)
ORCA calculation (ωB97M-V with the def2-TZVPD basis set) on an isolated molecule of C6H10O.

Each line ends with the Löwdin charge.
Geometry (Å):
O 1.105 -0.338 0.506  -0.1468
C -0.045 0.396 0.104  -0.6128
C -1.248 0.126 1.014  -0.0202
C 1.099 -1.735 0.316  -0.0956
C -0.619 -0.293 -2.425  0.1413
C -0.390 0.057 -1.297  -0.0783
C 0.401 1.854 0.205  -0.0194
H 0.740 -2.276 1.198  0.0872
H -2.069 0.806 0.763  0.0911
H 2.130 -2.030 0.126  0.0904
H 1.238 2.029 -0.475  0.0923
H -1.614 -0.900 0.900  0.0869
H -0.960 0.293 2.057  0.0931
H 0.730 2.048 1.231  0.0917
H -0.416 2.534 -0.048  0.0908
H 0.495 -2.024 -0.548  0.0777
H -0.793 -0.620 -3.426  0.0308

Values from the calculation:
relative energy (zero: lowest compared OMol25 entry of this formula, charge and spin): 44.0 kcal/mol
molar mass: 98.145 g/mol
E_LUMO: 1.023 eV
charge: 0
HOMO-LUMO gap: 10.961 eV

=====

(4)
ORCA calculation (ωB97M-V with the def2-TZVPD basis set) on an isolated molecule of C6H10O.

Each line ends with the Löwdin charge.
Geometry (Å):
O -1.558 -0.300 0.466  -0.0340
C 0.036 1.724 -0.766  0.0739
C 0.545 0.516 -0.422  -0.4589
C -2.124 -0.242 -0.852  -0.0411
C 1.790 -0.271 -0.723  -0.0621
C 0.231 -0.344 1.970  0.0155
C -0.300 0.015 0.612  -0.3021
H -1.371 -0.505 -1.600  0.0959
H 1.538 -1.340 -0.795  0.0796
H -2.947 -0.957 -0.841  0.0946
H -2.444 0.783 -1.034  0.0856
H -0.456 0.003 2.746  0.0964
H 0.316 -1.434 2.063  0.1017
H 1.216 0.100 2.130  0.0911
H 0.784 2.363 -1.283  0.0120
H 2.158 0.054 -1.698  0.0772
H 2.585 -0.165 0.025  0.0747

Values from the calculation:
relative energy (zero: lowest compared OMol25 entry of this formula, charge and spin): 91.9 kcal/mol
molar mass: 98.145 g/mol
E_LUMO (alpha / beta): 0.638 / 0.638 eV
charge: 0
HOMO-LUMO gap (alpha / beta): 8.051 / 8.052 eV

=====

(5)
ORCA calculation (ωB97M-V with the def2-TZVPD basis set) on an isolated molecule of C6H10O.

Each line ends with the Löwdin charge.
Geometry (Å):
O 2.316 -0.065 1.025  -0.0017
C -0.862 0.021 -0.375  -0.3302
C 2.496 0.085 -0.383  -0.0732
C 0.128 -1.098 0.052  -0.0574
C 0.081 1.063 0.287  -0.0572
C 1.169 0.000 0.216  -0.4688
C -2.338 -0.070 0.017  -0.0665
H 0.333 -1.907 -0.656  0.1143
H -0.133 -1.524 1.029  0.1234
H -2.512 -0.838 0.779  0.0721
H -0.181 1.277 1.330  0.1250
H 2.890 1.051 -0.703  0.1141
H 0.240 2.005 -0.245  0.1140
H -2.961 -0.327 -0.847  0.0697
H -2.718 0.877 0.419  0.0731
H -0.777 0.153 -1.460  0.1350
H 2.918 -0.783 -0.892  0.1143

Values from the calculation:
relative energy (zero: lowest compared OMol25 entry of this formula, charge and spin): 33.9 kcal/mol
molar mass: 98.145 g/mol
E_LUMO: 1.038 eV
charge: 0
HOMO-LUMO gap: 11.073 eV

=====

(6)
ORCA calculation (ωB97M-V with the def2-TZVPD basis set) on C6H10O as an isolated structure in a non-equilibrium geometry.

Each line ends with the Löwdin charge.
Geometry (Å):
O 1.262 -0.409 1.413  -0.0987
C 1.466 -0.195 0.051  -0.4802
C -1.354 0.713 0.280  -0.2038
C -0.256 1.555 -0.320  -0.1060
C 1.018 1.179 -0.418  -0.0467
C -1.051 -0.805 0.316  -0.1342
C 0.593 -1.244 -0.551  -0.0115
H -1.450 -1.324 -0.526  0.0669
H 0.878 -2.255 -0.234  0.1094
H 2.477 -0.439 -0.322  0.1484
H -2.287 0.876 -0.279  0.1069
H 0.207 -0.754 1.239  0.0903
H 1.757 1.868 -0.821  0.1007
H -0.550 2.552 -0.640  0.0998
H -1.627 -1.258 1.171  0.1246
H -1.555 1.118 1.288  0.1207
H 0.471 -1.177 -1.646  0.1135

Values from the calculation:
relative energy (zero: lowest compared OMol25 entry of this formula, charge and spin): 70.6 kcal/mol
molar mass: 98.145 g/mol
E_LUMO: 0.983 eV
charge: 0
HOMO-LUMO gap: 10.257 eV